60
Properties=species:S:1:pos:R:3 method="wB97M-V/def2-TZVPD" total_energy_ev=-46033.490 homo_energy_ha=-0.2982 smiles="CCNc1nc(NCC)n2c(SCC(=O)N[C@]34C[C@H]5C[C@H](C[C@H](C5)C3)C4)nnc2n1" fmax_ev_per_a=1.3
C 0.933 -4.703 -0.277
C -0.433 -4.567 -0.945
N -1.329 -3.753 -0.161
C -1.681 -2.504 -0.488
N -2.395 -1.848 0.465
C -2.827 -0.646 0.207
N -3.513 0.067 1.103
C -3.573 -0.315 2.496
C -2.322 0.131 3.247
N -2.585 -0.094 -1.029
C -2.753 1.121 -1.656
S -3.650 2.466 -0.982
C -2.248 3.630 -0.772
C -1.118 2.906 -0.047
O -1.135 2.759 1.160
N -0.168 2.442 -0.873
C 1.021 1.682 -0.480
C 0.645 0.465 0.370
C 1.905 -0.319 0.725
C 2.583 -0.791 -0.561
C 2.969 0.425 -1.401
C 3.921 1.321 -0.609
C 3.232 1.789 0.672
C 2.855 0.575 1.519
C 1.971 2.578 0.320
C 1.709 1.212 -1.761
N -2.095 1.144 -2.776
N -1.462 -0.023 -2.947
C -1.742 -0.789 -1.921
N -1.312 -2.012 -1.656
H 1.589 -5.308 -0.896
H 1.385 -3.723 -0.144
H 0.839 -5.179 0.697
H -0.337 -4.078 -1.915
H -0.882 -5.556 -1.081
H -1.564 -4.048 0.774
H -3.674 1.044 0.882
H -3.674 -1.401 2.535
H -4.464 0.150 2.923
H -2.445 -0.036 4.314
H -1.462 -0.436 2.900
H -2.132 1.188 3.072
H -1.963 3.996 -1.756
H -2.640 4.434 -0.153
H -0.306 2.545 -1.869
H -0.030 -0.177 -0.197
H 0.134 0.798 1.274
H 1.624 -1.188 1.333
H 3.473 -1.377 -0.322
H 1.898 -1.425 -1.130
H 3.458 0.092 -2.323
H 4.829 0.768 -0.361
H 4.209 2.184 -1.214
H 3.912 2.434 1.239
H 2.372 0.901 2.442
H 3.754 0.016 1.789
H 1.467 2.915 1.228
H 2.229 3.458 -0.273
H 1.975 2.078 -2.373
H 1.025 0.583 -2.338